(one)
{
  "formula": "CH3IN2O",
  "method": "the ωB97M-V functional and the def2-TZVPD basis",
  "symbols": ["N", "H", "I", "C", "O", "H", "H", "N"],
  "positions_angstrom": [[0.25, -0.25, 0.24], [0.53, -0.93, 0.99], [-4.31, -0.48, 0.04], [-2.57, 0.68, -0.32], [-2.43, 1.85, -0.32], [-1.17, -1.48, -0.71], [0.46, 0.75, 0.25], [-0.63, -0.56, -0.73]],
  "mulliken_charge": [-0.1706, 0.2165, -0.0024, 0.2353, -0.3406, 0.2499, 0.2594, -0.4475]
}

---

(two)
{
  "formula": "CH3IN2O",
  "method": "the ωB97M-V functional and the def2-TZVPD basis",
  "symbols": ["N", "I", "C", "N", "H", "O", "H", "H"],
  "positions_angstrom": [[0.49, 0.84, -0.13], [-0.08, -2.85, 0.10], [-0.74, 0.69, 0.42], [1.17, -1.76, -0.75], [1.03, 0.07, -0.19], [-1.18, -0.28, 0.99], [-1.37, 1.69, 0.37], [0.66, 1.61, -0.81]],
  "mulliken_charge": [-0.2884, 0.4116, 0.1311, -0.4728, 0.2607, -0.5235, 0.2400, 0.2413]
}

---

Tell me which of them is the least stable. Sure, it is (two).

---

(one)
{
  "formula": "C6H35NO11",
  "method": "the ωB97M-V functional and the def2-TZVPD basis",
  "symbols": ["H", "O", "H", "H", "H", "H", "O", "H", "H", "H", "O", "H", "H", "O", "O", "H", "H", "H", "H", "O", "H", "H", "O", "H", "H", "O", "H", "H", "H", "H", "O", "H", "H", "C", "N", "H", "C", "H", "H", "C", "H", "C", "H", "O", "H", "C", "H", "H", "H", "O", "C", "H", "H"],
  "positions_angstrom": [[-1.39, -0.68, -3.04], [3.17, -0.69, 1.73], [2.73, 3.18, -0.24], [1.68, 1.57, 1.11], [0.26, -2.22, 1.03], [-1.74, 3.01, 0.00], [2.13, -4.09, 0.27], [2.51, -3.14, 0.40], [3.38, 0.20, 2.10], [0.29, -1.98, -4.34], [-1.47, -2.78, -0.49], [-2.51, 2.48, -2.59], [3.56, 2.55, -1.52], [0.87, -2.82, -1.66], [-3.68, 0.46, -0.93], [-0.96, 2.47, 2.99], [-4.14, -0.37, -1.00], [-2.38, -3.36, 1.50], [-1.51, 0.01, 1.16], [2.00, 2.60, 2.66], [0.14, -2.72, -1.05], [-2.61, -1.63, 0.72], [0.29, -1.07, -4.18], [-2.88, 2.07, 0.87], [1.40, 3.40, 2.74], [-1.99, 2.43, 0.74], [0.97, 2.33, -1.72], [0.41, -0.53, -0.70], [1.50, 0.79, -1.93], [-0.03, -0.05, 2.27], [-0.69, 2.35, 3.91], [-0.49, -2.18, 2.67], [-3.41, 2.40, -1.29], [-0.63, -1.97, 1.55], [0.61, -0.09, 0.29], [-1.90, -1.63, -1.81], [-1.89, -2.45, 0.91], [1.04, -0.94, -3.51], [-0.04, 1.68, 3.85], [2.94, 2.19, -0.75], [-2.82, 0.31, -1.46], [-0.45, -0.43, 1.34], [-1.76, -3.68, -0.79], [-2.11, -1.01, -2.58], [1.64, -4.21, 1.20], [1.61, 1.58, -1.13], [1.41, -3.47, -1.21], [0.12, 2.05, 0.31], [2.29, -0.60, 1.29], [-2.92, 2.99, -1.84], [0.96, 1.34, 0.21], [2.87, 2.88, 2.25], [3.64, 1.47, -0.29]],
  "mulliken_charge": [0.2713, -0.7394, 0.2645, -0.6313, -0.3458, 0.3553, -0.7441, 0.3778, 0.3031, 0.3169, -0.5545, 0.2961, 0.5000, -0.6576, -0.6984, 0.3304, 0.2778, 0.2966, 0.1183, -0.6356, 0.2779, 0.1417, -0.6620, 0.2524, 0.3434, -0.5615, 0.2609, -0.1553, -0.0876, 0.0260, -0.6579, 0.3906, 0.3327, -0.0666, 0.1692, 0.4153, -0.2550, 0.3025, 0.3118, -1.1930, 0.4682, -0.0034, 0.2250, -0.7034, 0.3292, -0.1069, 0.4346, -0.5052, 0.2884, -0.6688, 1.4071, 0.2931, 0.2553]
}

---

(two)
{
  "formula": "C6H35NO11",
  "method": "the ωB97M-V functional and the def2-TZVPD basis",
  "symbols": ["H", "O", "O", "H", "O", "H", "H", "H", "H", "H", "H", "H", "H", "H", "H", "H", "H", "H", "H", "H", "O", "O", "H", "C", "H", "O", "C", "H", "H", "H", "N", "H", "O", "C", "H", "C", "H", "H", "H", "O", "C", "H", "H", "O", "C", "H", "H", "O", "H", "H", "H", "O", "H"],
  "positions_angstrom": [[-1.40, 0.70, 3.07], [-0.86, 1.37, -3.17], [2.34, -2.76, 0.66], [1.02, 3.67, -2.40], [1.25, 2.76, -0.05], [2.32, 1.10, -1.97], [0.29, 3.03, 2.07], [-2.08, 1.85, 1.78], [-0.81, -2.64, 1.99], [-2.63, 3.52, -0.72], [-0.57, -1.27, -3.10], [1.61, -2.79, 1.28], [-1.35, -0.96, 1.53], [0.26, 2.50, 3.61], [-3.57, -2.40, 2.31], [3.02, -2.19, 0.92], [1.91, 3.33, -0.01], [-1.18, 3.35, 3.05], [2.60, -3.81, -0.64], [2.54, -0.22, 0.63], [-0.04, -3.26, 1.97], [1.87, 1.72, -2.49], [-0.94, 1.30, -4.11], [-1.09, 1.36, 2.24], [-0.10, 3.18, -1.45], [2.86, -3.94, -1.56], [-0.89, -2.18, -2.57], [0.08, -0.24, -0.98], [-1.43, -2.59, -3.49], [1.58, 2.10, -0.59], [-0.19, 0.55, 1.28], [-4.22, -1.06, 2.23], [-2.25, 2.68, -0.95], [-0.87, -0.54, 0.78], [1.14, 1.31, -2.94], [-1.57, -1.88, -1.24], [-1.69, -2.78, -0.49], [1.40, -0.99, 2.38], [2.50, -0.96, -0.60], [2.20, -0.48, 2.45], [-0.70, -0.98, -0.52], [-1.06, 2.32, -2.97], [0.35, 0.96, 0.56], [2.39, -0.04, -0.27], [-0.40, 2.65, 2.72], [2.86, -2.92, -1.75], [-0.36, -4.07, 2.42], [-3.55, -1.48, 2.30], [-0.02, -2.80, -2.41], [-2.12, 2.34, -0.03], [2.08, 0.37, 2.78], [0.07, 3.68, -2.22], [-2.57, -1.45, -1.33]],
  "mulliken_charge": [0.3724, -0.5266, -0.6555, 0.3072, -0.4930, 0.3467, 0.2651, 0.2616, 0.2189, 0.2798, 0.1152, 0.2488, 0.9404, 0.3181, 0.2706, 0.3028, 0.1971, 0.3761, 0.4749, 0.1629, -0.6337, -0.6749, 0.2498, -0.4873, 0.4741, -0.6767, -0.9398, -0.3150, 0.3479, 0.1216, 1.1898, 0.1588, -0.6036, -0.9074, 0.3827, -0.1685, 0.1711, 0.3371, 0.2933, -0.7398, 0.3506, 0.2476, -0.5211, -0.4650, -1.3497, 0.2924, 0.2754, -0.4354, 0.2789, 0.2072, 0.2681, -0.7372, 0.2252]
}

---

Tell me which of them is the least stable. Sure, it is (two).

---

(one)
{
  "formula": "C4H8N3",
  "method": "the ωB97M-V functional and the def2-TZVPD basis",
  "total_charge": 1,
  "symbols": ["H", "H", "H", "C", "N", "H", "C", "H", "H", "N", "H", "N", "H", "C", "C"],
  "positions_angstrom": [[-1.50, 1.79, -0.91], [-1.13, -2.46, -2.84], [3.33, 0.49, 2.07], [-1.36, -2.51, -1.71], [0.33, 1.61, 1.59], [-0.31, 2.03, 2.17], [2.84, 1.18, 1.53], [3.47, 1.72, 0.99], [-0.49, -2.82, -1.13], [-1.60, -1.26, -1.21], [-2.33, -3.11, -1.74], [-1.21, 0.97, -0.36], [-0.29, 1.23, 0.70], [-1.29, -0.19, -0.85], [1.56, 1.33, 1.70]],
  "mulliken_charge": [0.2188, 0.2757, 0.2912, -0.5886, -0.2738, 0.2402, -0.7651, 0.3388, 0.3131, 0.0100, 0.2322, -0.6715, 0.3720, 0.3631, 0.6440]
}

---

(two)
{
  "formula": "C4H8N3",
  "method": "the ωB97M-V functional and the def2-TZVPD basis",
  "total_charge": 1,
  "symbols": ["H", "H", "C", "H", "H", "C", "N", "H", "H", "H", "N", "N", "H", "C", "C"],
  "positions_angstrom": [[-0.72, 1.52, -0.06], [0.71, 1.47, 1.19], [0.28, 1.17, 0.18], [0.44, -1.85, -1.08], [0.40, 0.65, -1.83], [-0.12, -2.02, -0.24], [-0.41, -0.94, 0.46], [-1.85, -3.39, 1.90], [2.02, 0.29, -0.87], [1.57, 2.01, -1.15], [-0.67, -3.08, 0.25], [-1.14, -1.35, 1.50], [-1.31, -0.77, 2.31], [1.11, 0.94, -1.01], [-1.34, -2.63, 1.34]],
  "mulliken_charge": [0.2801, 0.3194, 0.1402, 0.4596, 0.3328, -0.1629, -0.0582, 0.4320, 0.3296, 0.3598, -0.4954, -0.2162, 0.2388, -0.9629, 0.0034]
}

---

(three)
{
  "formula": "C4H8N3",
  "method": "the ωB97M-V functional and the def2-TZVPD basis",
  "total_charge": 1,
  "symbols": ["N", "H", "N", "H", "H", "H", "C", "H", "H", "C", "H", "H", "C", "C", "N"],
  "positions_angstrom": [[1.37, 1.01, 0.33], [-2.40, 1.70, 0.02], [-0.86, 0.31, -0.10], [1.20, -1.63, -0.92], [2.95, -0.26, 1.06], [-1.70, -1.66, -0.40], [-1.35, 1.48, -0.20], [-1.27, -1.21, 1.15], [3.15, 0.18, -0.68], [-1.78, -0.85, 0.29], [-0.76, 2.29, -0.45], [-2.72, -0.56, 0.20], [0.48, 0.12, -0.03], [2.38, -0.02, 0.04], [1.32, -0.88, -0.31]],
  "mulliken_charge": [-0.5724, 0.2135, 0.1000, 0.2128, 0.2236, 0.3691, -0.0724, 0.3947, 0.3108, -0.9033, 0.3427, 0.3522, 0.5129, -0.2403, -0.2438]
}

---

Tell me which of them is the least stable. Sure, it is (three).

---

(one)
{
  "formula": "C4H8N3",
  "method": "the ωB97M-V functional and the def2-TZVPD basis",
  "total_charge": 1,
  "symbols": ["N", "H", "H", "H", "H", "H", "H", "H", "N", "C", "N", "C", "C", "C", "H"],
  "positions_angstrom": [[1.71, 0.54, -0.27], [-0.86, -0.28, -1.42], [2.74, -1.21, 0.11], [1.02, 2.40, 0.38], [2.64, 0.94, -0.36], [-2.68, -0.14, 0.94], [-2.90, -1.05, -0.49], [-1.12, 1.68, 0.74], [-0.54, 1.08, 0.15], [0.76, 1.40, 0.08], [-2.41, -0.32, -0.01], [0.66, -1.62, 0.10], [-1.19, 0.04, -0.45], [1.71, -0.86, 0.03], [0.45, -2.59, 0.46]],
  "mulliken_charge": [-0.1163, 0.4898, 0.3263, 0.3608, 0.3126, 0.2262, 0.2664, 0.2657, -0.1816, -0.0692, -0.4215, -0.8642, -0.0555, 0.1406, 0.3201]
}

---

(two)
{
  "formula": "C4H8N3",
  "method": "the ωB97M-V functional and the def2-TZVPD basis",
  "total_charge": 1,
  "symbols": ["H", "C", "C", "H", "H", "N", "C", "H", "C", "N", "H", "N", "H", "H", "H"],
  "positions_angstrom": [[-1.14, 2.07, 4.86], [-0.51, 1.68, 4.07], [-0.69, -1.65, -2.07], [0.16, 0.95, -0.21], [1.55, 0.40, -2.88], [-0.77, 1.04, 1.76], [0.55, 0.34, -0.92], [-1.01, -1.45, -3.11], [1.42, -0.18, -2.03], [-0.72, 1.27, 2.88], [-1.58, -1.64, -1.42], [0.15, -0.66, -1.55], [-0.18, -2.70, -1.95], [0.51, 1.33, 4.26], [2.25, -0.80, -1.71]],
  "mulliken_charge": [0.2978, -0.2864, -0.6901, 0.6309, 0.2854, -0.6171, -0.0125, 0.3305, -0.5542, 0.3530, 0.3228, 0.1828, 0.3016, 0.1977, 0.2578]
}

---

Tell me which of them is the least stable. Sure, it is (two).

---

(one)
{
  "formula": "C4H8N3",
  "method": "the ωB97M-V functional and the def2-TZVPD basis",
  "total_charge": 1,
  "symbols": ["H", "H", "C", "N", "H", "C", "C", "H", "N", "H", "C", "N", "H", "H", "H"],
  "positions_angstrom": [[-1.85, -2.21, -0.36], [0.09, 2.00, 0.33], [0.97, -1.07, -0.08], [1.92, 0.90, 0.03], [2.61, 1.64, 0.04], [2.17, -0.43, -0.13], [0.60, 1.07, 0.17], [3.16, -0.81, -0.26], [0.01, -0.12, 0.11], [-1.62, -0.65, 1.32], [-1.37, -0.31, 0.33], [-2.19, 0.65, -0.21], [0.72, -2.11, -0.18], [-3.15, 0.60, 0.09], [-2.09, 0.83, -1.20]],
  "mulliken_charge": [0.0924, 0.4164, -0.1965, -0.0141, 0.2325, -0.4493, -0.1253, 0.4058, 0.1809, 0.4396, -0.4403, -0.4277, 0.3971, 0.2592, 0.2292]
}

---

(two)
{
  "formula": "C4H8N3",
  "method": "the ωB97M-V functional and the def2-TZVPD basis",
  "total_charge": 1,
  "symbols": ["H", "C", "N", "N", "H", "C", "C", "H", "H", "C", "H", "H", "N", "H", "H"],
  "positions_angstrom": [[-0.51, 1.41, -1.05], [1.17, -0.49, -1.76], [1.87, -0.52, -2.69], [0.51, -0.39, -0.74], [-1.42, 0.05, -1.44], [-0.76, 0.41, -0.67], [0.97, -0.63, 0.89], [0.43, 1.02, 1.91], [1.00, -1.69, 0.91], [-1.22, 0.29, 0.81], [-1.71, 1.25, 1.09], [1.94, -0.20, 1.01], [0.02, 0.12, 1.54], [1.94, -1.19, -3.55], [-1.96, -0.48, 0.90]],
  "mulliken_charge": [0.3605, 0.3635, -0.2656, -0.0590, 0.3939, -0.5735, -0.4201, 0.3495, 0.3136, -0.5094, 0.3434, 0.3340, -0.2881, 0.3807, 0.2766]
}

---

Tell me which of them is the least stable. Sure, it is (one).

---

(one)
{
  "formula": "C5H11NOS",
  "method": "the ωB97M-V functional and the def2-TZVPD basis",
  "symbols": ["H", "C", "H", "H", "H", "H", "O", "H", "H", "H", "S", "C", "H", "N", "H", "C", "C", "C", "H"],
  "positions_angstrom": [[0.57, -1.21, -1.44], [-1.73, 0.56, 0.53], [-2.64, 1.07, 0.19], [-1.64, -0.41, -1.38], [1.91, -1.52, 0.49], [0.69, 0.98, -2.57], [1.10, 0.46, -0.55], [0.30, -2.32, 0.98], [-0.13, 2.17, -1.31], [1.92, 2.03, -1.49], [-2.26, -1.11, 0.88], [0.89, -1.39, 0.72], [0.05, -0.84, 2.47], [0.96, -0.57, 1.96], [-0.99, 1.12, 1.19], [-1.16, -0.35, -0.44], [0.85, 1.53, -1.45], [0.26, -0.62, -0.50], [1.06, 0.42, 1.73]],
  "mulliken_charge": [0.4125, -0.7252, 0.3863, 0.5388, 0.3981, 0.2516, -0.3804, 0.4391, 0.2268, 0.2758, -0.2061, -1.0024, 0.2961, -0.6530, 0.2343, -0.3180, -0.6595, 0.2213, 0.2637]
}

---

(two)
{
  "formula": "C5H11NOS",
  "method": "the ωB97M-V functional and the def2-TZVPD basis",
  "symbols": ["C", "H", "C", "H", "H", "H", "H", "S", "H", "H", "H", "H", "N", "O", "C", "H", "C", "H", "C"],
  "positions_angstrom": [[0.32, 0.83, -0.31], [0.72, 0.95, 1.86], [-0.79, -1.55, -0.13], [-2.47, -0.46, 0.10], [-0.36, -2.21, -0.90], [1.40, 2.62, -0.83], [-2.58, -1.59, -1.10], [1.84, -1.38, 0.74], [-0.53, 0.96, -0.98], [2.22, -1.68, -0.50], [2.39, 1.38, 0.01], [1.93, 1.18, -1.72], [-1.98, -0.89, -0.68], [-1.36, 0.75, 1.58], [0.30, -0.56, 0.28], [-1.61, 1.68, 1.47], [1.58, 1.55, -0.73], [-0.99, -2.20, 0.70], [-0.04, 0.64, 1.12]],
  "mulliken_charge": [0.1260, 0.3539, -0.9215, 0.2167, 0.4949, 0.3886, 0.2383, -0.1899, 0.5339, 0.1294, 0.3108, 0.3271, -0.5761, -0.5456, 0.4442, 0.3366, -1.5103, 0.3366, -0.4938]
}

---

(three)
{
  "formula": "C5H11NOS",
  "method": "the ωB97M-V functional and the def2-TZVPD basis",
  "symbols": ["C", "H", "H", "H", "C", "H", "N", "H", "H", "C", "O", "H", "S", "C", "H", "C", "H", "H", "H"],
  "positions_angstrom": [[-1.08, 1.66, -0.21], [0.24, 1.21, -2.33], [-2.00, -0.10, -2.03], [-0.15, 2.40, -0.29], [-1.63, -0.57, -1.09], [-1.49, 1.62, 0.80], [2.43, 0.65, 0.69], [1.42, 0.15, -1.54], [0.59, -1.96, 2.14], [-0.43, 0.28, -0.59], [-0.03, -0.40, 0.62], [2.25, -1.50, 3.01], [1.31, 0.15, 1.54], [0.47, 0.48, -1.69], [-1.90, 1.96, -0.89], [1.66, -1.64, 2.09], [-1.30, -1.63, -1.26], [-2.40, -0.42, -0.32], [2.04, -2.33, 1.33]],
  "mulliken_charge": [-1.4148, 0.4791, 0.3838, 0.3365, -1.3882, 0.3804, -0.4187, 0.4439, 0.2740, 1.2959, -0.4012, 0.2913, 0.4088, -1.3406, 0.3833, -0.7377, 0.3699, 0.3370, 0.3174]
}

---

(four)
{
  "formula": "C5H11NOS",
  "method": "the ωB97M-V functional and the def2-TZVPD basis",
  "symbols": ["H", "H", "C", "H", "H", "C", "C", "H", "H", "H", "S", "H", "H", "C", "C", "H", "N", "H", "O"],
  "positions_angstrom": [[2.57, -0.21, -0.15], [-1.79, -0.74, 1.75], [-1.13, 2.04, 0.23], [0.22, 1.72, -1.60], [-1.43, 2.38, -0.98], [0.01, 0.89, 0.17], [0.85, -1.28, -0.65], [-2.34, 1.32, 0.62], [1.23, -1.26, -1.73], [0.81, 0.98, 0.97], [-1.90, -1.02, -0.81], [0.56, -2.38, -0.33], [2.50, -1.93, 0.34], [-0.30, -0.48, -0.12], [-1.24, -1.18, 0.84], [-0.63, 2.99, 1.03], [2.01, -1.03, 0.26], [-0.89, -2.10, 1.13], [0.91, 1.32, -0.97]],
  "mulliken_charge": [0.2319, 0.2921, -0.7150, 0.3043, 0.2884, -0.3500, -0.4964, 0.2248, 0.2155, 0.3179, -0.1375, 0.3622, 0.2455, 1.1145, -1.3571, 0.2219, -0.5783, 0.3845, -0.5693]
}

---

Tell me which of them is the least stable. Sure, it is (three).